Record 1
{"formula": "H2O4S", "method": "ωB97M-V/def2-TZVPD", "species": ["O", "O", "O", "O", "S", "H", "H"], "coordinates": [[0.987, -0.440, 0.913], [0.927, 0.769, -1.176], [-1.001, -0.606, -0.187], [-1.160, 0.568, 0.440], [1.033, 1.080, 0.223], [0.002, -1.131, 0.805], [-0.789, -0.241, -1.018]], "atomic_forces_ev_per_a": [[0.81, 0.77, 0.56], [1.03, 1.25, -1.13], [-2.10, -1.75, 1.21], [0.36, 2.90, 1.27], [-3.87, -6.14, 1.72], [2.91, 3.30, -0.98], [0.86, -0.35, -2.65]], "lowdin_charge": [-0.4768, -0.4628, -0.1417, -0.2713, 1.0793, 0.2157, 0.0575], "lumo_ev": [-1.703, -1.659], "orbital_gap_ev": [8.01, 8.45], "de_lowest_kcal_mol": 69.9, "largest_force_ev_per_a": 7.5, "homo_energy_ev": [-9.72, -10.11]}

=====

Record 2
{"formula": "H2O4S2", "method": "ωB97M-V/def2-TZVPD", "species": ["O", "O", "O", "O", "S", "S", "H", "H"], "coordinates": [[-0.950, -1.077, 1.278], [1.941, 0.938, 0.811], [1.008, 1.410, -0.124], [0.490, 0.429, -0.847], [-2.931, 0.153, -0.466], [-1.245, -0.623, -0.047], [2.625, 0.464, 0.302], [-0.937, -1.693, -0.907]], "atomic_forces_ev_per_a": [[0.36, 0.06, 0.56], [0.30, -0.58, 0.73], [-0.35, 0.73, -0.24], [-1.52, -1.55, 0.32], [0.97, -0.18, -0.06], [0.64, 0.25, -1.35], [-0.25, 0.22, -0.28], [-0.15, 1.03, 0.32]], "lowdin_charge": [-0.4467, -0.0032, -0.1741, -0.2405, 0.3094, 0.3902, 0.1048, 0.0600], "lumo_ev": [-1.941, -1.781], "orbital_gap_ev": [7.95, 7.65], "de_lowest_kcal_mol": 156.4, "largest_force_ev_per_a": 2.2, "homo_energy_ev": [-9.89, -9.43]}

=====

Record 3
{"formula": "H2O4S3", "method": "ωB97M-V/def2-TZVPD", "species": ["O", "S", "S", "O", "O", "S", "O", "H", "H"], "coordinates": [[-1.186, 1.983, 0.365], [-0.312, 1.282, 1.300], [-0.823, -0.029, -0.905], [-0.740, -1.348, -1.444], [0.547, 0.706, -1.452], [1.977, -0.150, -1.601], [-0.493, -0.272, 0.761], [-1.184, 1.108, 2.408], [1.340, -1.332, -1.745]], "atomic_forces_ev_per_a": [[0.02, 1.71, 0.22], [-1.16, -0.28, 1.23], [-0.13, -0.25, -1.44], [-0.06, -1.22, 0.11], [-0.56, 0.51, 0.60], [0.07, -0.40, 0.11], [0.62, 0.22, -0.25], [0.88, -0.18, -0.44], [0.32, -0.11, -0.14]], "lowdin_charge": [-0.5890, 0.8884, 0.8790, -0.4169, -0.8456, 0.7901, -0.6019, 0.0225, -0.1266], "lumo_ev": 0.105, "orbital_gap_ev": 9.64, "de_lowest_kcal_mol": 26.0, "largest_force_ev_per_a": 1.7, "homo_energy_ev": -9.54, "smiles": "O=[S@@H]1=[S@@](=O)(OS)O1"}